{
  "formula": "C39H38GeN4O9SSeSr",
  "method": "ωB97M-V/def2-TZVPD",
  "orbital_gap_ev": 5.821,
  "homo_ev": -2.33,
  "molar_mass_da": 978.009,
  "charge": -2,
  "max_force_ev_per_a": 0.9,
  "lumo_energy_ev": 3.5,
  "species": ["Sr", "C", "C", "C", "O", "C", "O", "O", "H", "H", "H", "H", "H", "H", "H", "C", "C", "C", "C", "C", "C", "C", "S", "O", "O", "N", "C", "C", "O", "O", "H", "H", "H", "H", "H", "H", "H", "H", "H", "Se", "N", "C", "C", "C", "C", "N", "C", "N", "H", "H", "H", "O", "C", "O", "C", "C", "Ge", "C", "C", "C", "C", "C", "C", "C", "C", "C", "C", "C", "C", "C", "C", "C", "C", "C", "C", "H", "H", "H", "H", "H", "H", "H", "H", "H", "H", "H", "H", "H", "H", "H", "H", "H", "H", "H"],
  "xyz": [[-0.484277, 1.464338, 2.632193], [-2.066619, -1.292980, 6.150181], [-1.079300, -0.784169, 5.107003], [-0.093952, -1.867400, 4.691865], [-1.797280, -0.437003, 3.909371], [-0.271742, 0.421337, 5.710099], [0.240861, 0.223838, 6.815429], [-0.230059, 1.484196, 5.021755], [-2.588576, -2.174520, 5.769535], [-2.805388, -0.522698, 6.384390], [-1.530654, -1.542802, 7.063421], [-0.637732, -2.751602, 4.347699], [0.536086, -2.131235, 5.540355], [0.541362, -1.533156, 3.867705], [-2.596679, 0.056490, 4.167268], [3.749061, 7.917979, -1.679771], [3.084999, 6.673466, -1.153061], [3.314948, 6.242644, 0.154717], [2.730407, 5.083459, 0.633166], [1.902788, 4.336030, -0.196609], [1.674068, 4.740979, -1.497780], [2.257456, 5.911054, -1.966442], [1.073787, 2.859892, 0.452150], [1.046583, -0.621565, -0.889860], [1.923992, 2.380187, 1.601906], [-0.195545, 3.534769, 1.210968], [-1.460824, 3.626644, 0.466687], [-2.517152, 2.493653, 0.624373], [-3.149620, 2.107876, -0.359426], [-2.691333, 2.104567, 1.831272], [4.101757, 8.546258, -0.861048], [3.061457, 8.512872, -2.284107], [4.611038, 7.678540, -2.307546], [3.959819, 6.830277, 0.800095], [2.890153, 4.725674, 1.643358], [1.036216, 4.144330, -2.141231], [2.069605, 6.234586, -2.985502], [-1.323217, 3.795201, -0.608293], [-1.984124, 4.508400, 0.855968], [-6.043818, 3.579560, 6.352599], [-6.578868, 3.821874, 4.648942], [-5.965259, 2.910767, 3.941865], [-6.092464, 2.754342, 2.519616], [-5.381187, 1.775684, 1.937072], [-4.537862, 0.908432, 2.748250], [-4.392757, 0.997161, 4.032187], [-5.076962, 2.001888, 4.664156], [-4.984471, 2.190784, 5.953597], [-6.719299, 3.446585, 1.973726], [-5.345936, 1.615698, 0.868384], [-4.017202, 0.115240, 2.228484], [1.385555, -1.089183, 1.254718], [0.655491, -0.524839, 0.448167], [-0.407162, 0.106615, 0.653329], [0.136429, -0.124114, -1.860954], [0.642708, -0.668354, -3.180357], [1.072178, -2.567553, -2.931059], [2.948097, -2.883165, -2.438409], [3.512897, -4.132130, -2.694983], [4.829962, -4.411787, -2.360380], [5.610625, -3.433369, -1.761421], [5.063455, -2.186816, -1.495917], [3.742547, -1.914784, -1.828117], [0.872007, -3.541602, -4.642898], [1.687566, -3.209866, -5.725367], [1.558164, -3.840831, -6.952827], [0.598936, -4.829696, -7.125816], [-0.217586, -5.179671, -6.061483], [-0.079100, -4.540014, -4.835745], [-0.139210, -3.341845, -1.612051], [-1.518394, -3.369176, -1.812778], [-2.382764, -3.759468, -0.801100], [-1.877900, -4.112788, 0.442189], [-0.509547, -4.076019, 0.663160], [0.350067, -3.695583, -0.357111], [0.107626, 0.968351, -1.823016], [-0.869431, -0.488280, -1.639066], [1.560201, -0.160083, -3.489417], [-0.095465, -0.539065, -3.974522], [2.917945, -4.905355, -3.171426], [5.243916, -5.392710, -2.563420], [6.638584, -3.645356, -1.490949], [5.654809, -1.423640, -1.005757], [3.314621, -0.957705, -1.561528], [2.451899, -2.448033, -5.608066], [2.206954, -3.563154, -7.775011], [0.492977, -5.324818, -8.083624], [-0.964949, -5.954752, -6.183674], [-0.719513, -4.837551, -4.013366], [-1.939589, -3.057802, -2.764374], [-3.452172, -3.751335, -0.973126], [-2.551809, -4.378490, 1.246781], [-0.107406, -4.298786, 1.642959], [1.409496, -3.613817, -0.143323]],
  "forces_ev_per_angstrom": [[0.44, -0.33, 0.71], [0.04, -0.01, -0.02], [0.08, -0.06, 0.08], [0.01, -0.04, -0.02], [0.02, 0.16, 0.15], [-0.28, 0.07, 0.13], [0.08, -0.09, 0.03], [0.04, -0.15, 0.12], [-0.01, -0.01, -0.02], [0.00, 0.01, -0.01], [0.00, 0.00, 0.01], [-0.02, 0.00, 0.01], [0.00, 0.01, 0.01], [-0.01, 0.03, 0.00], [-0.06, -0.01, 0.08], [-0.02, 0.08, 0.00], [0.06, -0.01, 0.07], [-0.01, 0.03, -0.05], [-0.12, -0.08, -0.11], [0.44, 0.00, 0.50], [-0.03, -0.04, -0.01], [-0.03, 0.03, -0.10], [-0.66, 0.46, -0.13], [0.23, -0.08, 0.00], [-0.07, 0.06, -0.34], [-0.25, -0.21, -0.36], [0.14, 0.09, -0.40], [0.37, 0.33, -0.13], [-0.24, 0.07, -0.08], [0.09, -0.01, 0.10], [0.01, 0.01, 0.00], [-0.01, -0.02, -0.01], [0.01, -0.02, 0.00], [0.01, 0.01, 0.01], [0.03, 0.02, 0.03], [0.00, -0.01, -0.01], [0.00, 0.00, -0.01], [-0.04, -0.04, -0.01], [0.03, 0.08, -0.08], [0.12, -0.19, -0.31], [0.00, 0.00, 0.17], [0.04, 0.04, 0.16], [-0.01, -0.04, -0.12], [0.00, -0.09, 0.14], [-0.15, 0.22, -0.06], [0.13, -0.44, -0.11], [-0.09, 0.19, -0.03], [-0.14, 0.14, 0.13], [0.01, -0.02, -0.06], [-0.01, 0.08, -0.03], [0.04, -0.08, 0.10], [0.28, -0.07, 0.02], [-0.08, -0.24, 0.17], [-0.22, 0.08, -0.28], [-0.11, 0.07, 0.15], [0.07, -0.05, -0.24], [0.08, -0.13, 0.12], [-0.10, 0.00, -0.03], [-0.03, -0.08, -0.10], [0.02, 0.00, 0.01], [0.03, 0.01, 0.01], [0.01, 0.00, 0.01], [-0.04, 0.04, 0.10], [-0.08, 0.11, 0.02], [0.08, 0.08, 0.01], [0.00, -0.03, -0.04], [0.00, -0.01, -0.01], [0.00, -0.03, -0.05], [-0.04, -0.08, 0.06], [0.05, 0.07, 0.03], [-0.05, -0.02, -0.14], [-0.03, 0.00, 0.04], [0.00, 0.01, 0.00], [-0.02, -0.02, 0.01], [0.09, -0.02, 0.05], [-0.02, -0.05, -0.03], [0.00, 0.06, -0.03], [-0.01, 0.05, -0.01], [0.00, -0.01, -0.01], [-0.01, 0.01, 0.00], [0.00, 0.00, 0.00], [0.00, 0.00, 0.00], [0.01, 0.00, 0.00], [-0.04, 0.02, -0.01], [-0.01, 0.02, 0.02], [0.00, 0.00, -0.01], [0.00, -0.01, 0.00], [-0.01, 0.00, 0.00], [-0.01, 0.03, 0.02], [0.02, 0.01, -0.01], [-0.01, 0.00, 0.00], [-0.01, -0.01, 0.01], [-0.01, 0.01, 0.01], [-0.01, 0.02, -0.02]]
}